Entry A
{
  "formula": "C4H17N2O2",
  "method": "ωB97M-V/def2-TZVPD",
  "elements": ["O", "H", "C", "N", "H", "H", "H", "C", "H", "H", "H", "H", "H", "H", "N", "H", "H", "H", "H", "C", "O", "H", "C", "H", "H"],
  "positions_angstrom": [[2.611, -2.125, 1.083], [0.823, 1.006, -1.213], [0.627, 0.511, -0.202], [-0.503, 1.228, 0.457], [-1.337, 0.888, -0.048], [0.117, 0.933, 2.487], [3.121, -1.528, 1.640], [0.272, -0.953, -0.395], [1.038, -1.464, -0.928], [-0.474, -3.150, -1.803], [-2.169, -2.464, -2.159], [3.248, -2.734, 0.695], [-0.408, 2.250, 0.404], [-0.937, -0.232, 1.985], [-1.061, -1.146, -1.060], [0.301, -1.311, 0.621], [-0.070, 4.725, 0.444], [-1.784, 1.208, 2.161], [-0.524, -1.882, -2.875], [-0.795, 0.874, 1.892], [-0.463, 4.124, -0.194], [-0.364, 4.364, -1.116], [-1.093, -2.272, -1.997], [1.529, 0.505, 0.406], [-1.706, -1.356, -0.287]],
  "lowdin_charge": [-0.05, 0.16, -0.13, 0.00, 0.16, 0.11, 0.05, -0.23, 0.11, 0.08, 0.10, 0.06, 0.12, 0.10, -0.13, 0.09, 0.07, 0.11, 0.09, 0.01, -0.03, 0.06, -0.12, 0.12, 0.10],
  "lumo_energy_ev": -2.7,
  "homo_lumo_gap_ev": 10.0,
  "total_charge": 1
}

Entry B
{
  "formula": "C4H17N2O2",
  "method": "ωB97M-V/def2-TZVPD",
  "elements": ["H", "H", "O", "H", "H", "C", "H", "H", "H", "H", "H", "H", "N", "H", "O", "H", "C", "C", "H", "C", "N", "H", "H", "H", "H"],
  "positions_angstrom": [[0.812, 0.403, -1.082], [0.219, 1.459, 0.172], [-0.923, 1.096, -3.159], [-2.340, -0.551, 1.229], [-1.809, 1.005, -3.455], [0.290, 0.413, -0.130], [-2.922, 0.503, -0.182], [2.032, -0.064, 1.101], [-1.087, 2.716, 3.092], [0.490, -0.349, 1.885], [2.302, -1.087, -1.106], [0.158, 3.078, 2.279], [1.080, -1.836, 0.466], [0.109, -2.068, 0.212], [-0.449, 2.360, 2.453], [-1.230, -0.093, -1.335], [-2.119, 0.210, 0.482], [1.008, -0.396, 0.929], [-0.678, 1.962, -3.509], [2.023, -2.048, -0.695], [-0.992, -0.236, -0.367], [2.962, -2.412, -0.285], [1.532, -2.717, -1.388], [-1.831, 1.048, 1.130], [1.362, -2.397, 1.264]],
  "lowdin_charge": [0.11, 0.11, -0.03, 0.08, 0.03, -0.23, 0.09, 0.14, 0.06, 0.13, 0.09, 0.04, 0.00, 0.16, -0.06, 0.07, -0.08, -0.12, 0.06, 0.03, -0.12, 0.11, 0.11, 0.06, 0.17],
  "lumo_energy_ev": -2.7,
  "homo_lumo_gap_ev": 9.9,
  "total_charge": 1
}

Tell me which of them is the most stable. Sure, it is entry B.

Entry A
{
  "formula": "CH2N2O3",
  "method": "ωB97M-V/def2-TZVPD",
  "elements": ["H", "O", "C", "O", "N", "H", "N", "O"],
  "positions_angstrom": [[-2.585, -0.453, -0.240], [0.540, 1.342, 1.134], [-1.602, -0.159, -0.331], [2.630, -0.956, -0.475], [1.995, -0.151, 0.167], [-1.261, 0.952, -0.376], [1.011, 0.374, 0.553], [-0.726, -0.949, -0.432]],
  "lowdin_charge": [0.06, 0.01, -0.12, 0.07, -0.04, 0.10, -0.08, 0.00],
  "lumo_energy_ev": -0.5,
  "homo_lumo_gap_ev": 9.4,
  "total_charge": 0
}

Entry B
{
  "formula": "CH2N2O3",
  "method": "ωB97M-V/def2-TZVPD",
  "elements": ["N", "N", "H", "C", "O", "O", "O", "H"],
  "positions_angstrom": [[-0.734, -0.089, 0.281], [0.548, -0.728, 1.028], [0.970, 1.283, -1.182], [0.064, 0.683, -1.234], [-1.858, -0.437, 0.266], [0.439, -1.686, 1.694], [1.538, -0.114, 0.707], [-0.966, 1.088, -1.561]],
  "lowdin_charge": [-0.16, -0.36, 0.01, 0.22, 0.05, 0.14, 0.05, 0.05],
  "lumo_energy_ev": [-1.4, -0.9],
  "homo_lumo_gap_ev": [8.0, 9.3],
  "total_charge": 0
}

Entry C
{
  "formula": "CH2N2O3",
  "method": "ωB97M-V/def2-TZVPD",
  "elements": ["O", "N", "O", "C", "H", "N", "H", "O"],
  "positions_angstrom": [[-1.479, -2.849, -1.060], [-1.757, -2.957, 0.302], [-1.587, -3.772, 1.084], [-1.041, 0.811, -0.041], [4.429, 4.978, 0.578], [-2.256, -1.992, -0.192], [3.913, 5.125, 0.121], [-0.222, 0.657, -0.791]],
  "lowdin_charge": [0.01, -0.38, 0.19, -0.03, 0.00, 0.19, 0.00, 0.02],
  "lumo_energy_ev": 0.3,
  "homo_lumo_gap_ev": 10.9,
  "total_charge": 0
}

Entry D
{
  "formula": "CH2N2O3",
  "method": "ωB97M-V/def2-TZVPD",
  "elements": ["O", "N", "H", "O", "N", "O", "C", "H"],
  "positions_angstrom": [[0.590, 0.628, 2.451], [0.808, -0.187, 1.592], [-0.282, 1.066, -0.095], [1.691, -1.011, 1.583], [-1.476, -0.648, 0.666], [-1.843, -0.953, 1.768], [-0.126, -0.244, 0.450], [0.294, -0.814, -0.378]],
  "lowdin_charge": [0.09, -0.43, 0.26, 0.09, -0.05, 0.05, -0.13, 0.12],
  "lumo_energy_ev": -1.0,
  "homo_lumo_gap_ev": 9.1,
  "total_charge": 0
}

Tell me which of them is the most stable. Sure, it is entry D.

Entry A
{
  "formula": "C4H15NO3",
  "method": "ωB97M-V/def2-TZVPD",
  "elements": ["C", "O", "H", "H", "H", "H", "H", "O", "C", "H", "C", "H", "H", "C", "H", "H", "O", "H", "N", "H", "H", "H", "H"],
  "positions_angstrom": [[2.331, -1.662, -0.874], [-0.290, 1.672, 2.370], [-2.405, -0.805, 1.818], [-0.735, -1.323, -0.830], [-3.027, -0.489, 0.421], [2.219, -2.068, -1.877], [-1.379, 1.237, -1.914], [-2.696, -0.100, 1.236], [1.286, -0.650, -0.498], [-0.347, 1.195, -0.104], [1.469, 0.652, -0.700], [-0.701, 1.813, 3.229], [-0.466, -0.511, 0.709], [-0.030, -1.197, 0.001], [0.086, -2.211, 0.378], [2.413, 1.103, -0.966], [-2.249, 0.805, -1.909], [3.333, -1.220, -0.841], [0.412, 1.605, -0.635], [0.384, 0.995, 2.522], [2.345, -2.516, -0.203], [-2.664, 1.206, -1.131], [0.711, 2.468, -0.201]],
  "lowdin_charge": [-0.08, -0.06, 0.04, 0.09, 0.03, 0.08, 0.01, -0.06, -0.35, 0.03, -0.17, 0.04, 0.03, -0.07, 0.08, 0.11, -0.07, 0.07, 0.04, 0.04, 0.07, 0.03, 0.08],
  "lumo_energy_ev": 0.5,
  "homo_lumo_gap_ev": 8.4,
  "total_charge": 0
}

Entry B
{
  "formula": "C4H15NO3",
  "method": "ωB97M-V/def2-TZVPD",
  "elements": ["O", "H", "O", "H", "H", "C", "H", "H", "C", "H", "C", "N", "H", "H", "H", "H", "H", "H", "O", "H", "H", "H", "C"],
  "positions_angstrom": [[4.041, 1.244, -0.448], [-1.709, -1.416, 0.313], [-3.786, 1.779, 0.233], [0.497, 0.877, -1.957], [-3.385, 1.058, -0.233], [0.151, -1.799, -1.281], [0.647, -2.713, -0.986], [-3.058, -1.275, 1.192], [0.430, -0.670, -0.595], [4.182, 1.497, 0.467], [0.967, -0.375, 1.790], [1.407, -0.632, 0.408], [-0.386, -1.718, -2.214], [3.138, 0.882, -0.399], [0.934, -1.332, 2.314], [1.654, 0.277, 2.323], [0.226, 1.420, -0.383], [-3.875, 2.485, -0.434], [-2.411, -0.833, 0.649], [-0.026, 0.063, 1.820], [1.965, -1.460, 0.382], [-1.168, 0.637, -1.271], [-0.105, 0.643, -1.073]],
  "lowdin_charge": [-0.07, 0.02, -0.07, 0.09, -0.02, 0.03, 0.06, 0.04, -0.47, 0.02, -0.08, -0.06, 0.06, 0.00, 0.08, 0.07, 0.08, 0.04, -0.05, 0.08, 0.10, 0.07, -0.04],
  "lumo_energy_ev": 0.6,
  "homo_lumo_gap_ev": 9.5,
  "total_charge": 0
}

Entry C
{
  "formula": "C4H15NO3",
  "method": "ωB97M-V/def2-TZVPD",
  "elements": ["O", "H", "O", "H", "H", "N", "H", "H", "H", "C", "C", "C", "O", "H", "H", "H", "H", "H", "H", "H", "H", "H", "C"],
  "positions_angstrom": [[-2.373, 1.170, -0.640], [1.261, 0.213, -2.773], [-0.542, -1.226, 2.719], [-1.237, -0.373, 0.039], [-2.600, 0.610, -1.369], [1.875, -1.494, -0.582], [-0.158, -1.774, -0.957], [1.415, 0.945, 1.802], [0.892, -2.215, -2.265], [0.016, 0.989, -1.166], [-1.107, 0.694, -0.164], [0.429, -0.100, -2.147], [0.748, 1.263, 2.430], [0.270, -1.062, 3.218], [-0.902, 1.111, 0.816], [-0.405, -0.326, -2.838], [2.538, -0.770, -0.826], [0.898, 1.261, -0.571], [1.595, -1.365, 0.387], [-0.285, 1.882, -1.708], [-0.724, -0.393, 2.295], [0.978, 2.181, 2.512], [0.734, -1.447, -1.497]],
  "lowdin_charge": [-0.06, 0.11, -0.06, 0.10, 0.07, 0.00, 0.10, 0.05, 0.10, -0.18, -0.26, -0.21, -0.04, 0.03, 0.08, 0.11, 0.06, 0.09, 0.05, 0.11, -0.02, 0.05, -0.30],
  "lumo_energy_ev": 0.3,
  "homo_lumo_gap_ev": 9.7,
  "total_charge": 0
}

Tell me which of them is the most stable. Sure, it is entry A.

Entry A
{
  "formula": "C4H15NO3",
  "method": "ωB97M-V/def2-TZVPD",
  "elements": ["H", "H", "H", "H", "O", "O", "H", "C", "H", "H", "H", "H", "H", "H", "C", "C", "H", "H", "H", "O", "N", "H", "C"],
  "positions_angstrom": [[-0.771, -0.786, 2.519], [-2.246, -0.002, 1.930], [-0.755, -1.196, -0.245], [2.196, 2.815, -1.619], [1.527, -0.349, -2.651], [-2.205, -1.948, 1.574], [0.902, -0.672, -1.982], [-1.472, -0.737, 1.685], [-1.800, -2.618, 1.016], [-1.222, 0.926, -1.353], [-1.597, 1.729, 0.146], [0.638, 1.061, 0.964], [1.350, -1.789, 0.697], [1.402, -0.926, 2.210], [1.504, -0.798, 1.118], [-0.801, -0.301, 0.356], [2.147, -1.089, -2.687], [0.787, 2.571, -2.090], [-2.618, 0.439, -0.459], [1.563, 3.114, -2.281], [0.577, 0.156, 0.522], [2.495, -0.372, 0.976], [-1.599, 0.771, -0.347]],
  "lowdin_charge": [0.10, 0.12, 0.12, 0.03, -0.06, -0.07, 0.01, -0.22, 0.08, 0.07, 0.08, 0.11, 0.08, 0.07, -0.12, -0.41, 0.04, 0.01, 0.08, -0.06, -0.10, 0.08, -0.05],
  "lumo_energy_ev": 0.6,
  "homo_lumo_gap_ev": 9.7,
  "total_charge": 0
}

Entry B
{
  "formula": "C4H15NO3",
  "method": "ωB97M-V/def2-TZVPD",
  "elements": ["H", "H", "H", "H", "C", "H", "H", "H", "C", "H", "C", "O", "H", "H", "O", "H", "H", "H", "H", "C", "N", "O", "H"],
  "positions_angstrom": [[-0.897, -1.339, 0.034], [1.467, 2.595, -0.670], [-1.470, 1.897, -1.702], [1.388, -0.074, 0.206], [0.836, 0.788, -0.170], [-2.032, 0.874, 0.435], [2.127, -3.005, 0.808], [2.138, -1.736, 1.630], [0.180, 0.442, -1.509], [0.327, -0.619, -1.689], [-1.298, 0.826, -1.601], [1.443, 0.177, 3.435], [0.170, 1.098, 0.642], [-2.268, -1.774, -0.731], [1.852, 1.801, -0.271], [0.952, -0.629, 3.553], [0.731, 1.003, -2.265], [1.741, 0.191, 2.523], [-1.694, 0.358, -2.508], [-2.162, 0.243, -0.450], [-1.867, -1.128, -0.080], [1.560, -2.276, 1.060], [-3.224, 0.285, -0.680]],
  "lowdin_charge": [0.03, 0.08, 0.10, 0.08, -0.26, 0.09, 0.04, 0.03, -0.18, 0.10, -0.20, -0.04, 0.11, 0.06, -0.09, 0.03, 0.11, 0.00, 0.10, -0.29, 0.01, -0.05, 0.10],
  "lumo_energy_ev": 0.4,
  "homo_lumo_gap_ev": 9.5,
  "total_charge": 0
}

Tell me which of them is the most stable. Sure, it is entry B.